DFT (ωB97M-V/def2-TZVPD) results for a 5-piece molecular cluster, C5H19O5 overall.

Structure (XYZ):
```
29
C5H19O5 ωB97M-V/def2-TZVPD
C 0.54129 0.97452 1.41843
O 1.40434 1.99965 1.39028
H -0.41482 1.21567 0.86954
H 0.96096 0.03932 0.95171
H 0.21688 0.66269 2.46783
C -1.59655 -2.12846 3.93760
O -1.17978 -2.10105 2.58719
H -0.74792 -2.20206 4.62421
H -2.17161 -1.23665 4.21380
H -2.25774 -2.98520 4.07333
H -0.97339 -1.18568 2.35762
C -2.74586 2.85702 -1.38196
O -1.60248 3.31678 -0.70348
H -2.94930 3.42655 -2.29597
H -2.69382 1.78361 -1.60241
H -3.60331 2.96416 -0.71504
H -0.81452 2.99196 -1.14683
C -0.06942 -0.03717 -2.29648
O 1.09727 0.63041 -1.86429
H -0.78659 -0.14322 -1.47701
H -0.54701 0.47295 -3.14138
H 0.22972 -1.02847 -2.63531
H 0.92119 1.57298 -1.84704
C 3.16202 -2.08219 -0.98186
O 3.94300 -1.28985 -1.85528
H 2.93210 -1.47948 -0.10617
H 2.20499 -2.37677 -1.42836
H 3.68461 -2.99604 -0.66697
H 3.85570 -1.63598 -2.74570
```

Values from the calculation:
Largest force on an atom ... 0.011 hartree/bohr
Orbital gap ... 5.2 eV
E_HOMO ... -2.07 eV
LUMO ... 3.16 eV
E ... -15727.5691 eV
2S+1 ... 1
Total charge ... -1
Molar mass ... 159.2 g mol⁻¹

***

DFT (ωB97M-V/def2-TZVPD) results for a 2-piece molecular cluster, C6H10O overall.

Structure (XYZ):
```
17
C6H10O ωB97M-V/def2-TZVPD
C -1.00857 -0.69906 1.37980
C -1.41184 0.51635 1.75061
C -0.48602 1.67507 1.69419
O 0.65228 1.61764 1.27900
H -1.66955 -1.56088 1.41512
H 0.00410 -0.85617 1.01569
H -2.42147 0.70257 2.11074
H -0.89847 2.63648 2.06561
C 1.66294 -1.23724 -1.15159
C 0.56976 -0.94573 -1.85345
C -0.09799 0.39885 -1.86950
H 2.11478 -2.22590 -1.17938
H 2.14282 -0.48851 -0.52284
H 0.11225 -1.72185 -2.46939
H -1.14149 0.32478 -1.53788
H -0.11328 0.81504 -2.88452
H 0.42003 1.10114 -1.20897
```

Values from the calculation:
Largest force on an atom ... 0.010 hartree/bohr
Orbital gap ... 9.6 eV
E_HOMO ... -9.55 eV
LUMO ... 0.02 eV
E ... -8429.7647 eV
SMILES ... C=CC=O.C=CC
2S+1 ... 1
Molar mass ... 98.1 g mol⁻¹

***

DFT (ωB97M-V/def2-TZVPD) results for an isolated molecule of C3H4O3.

Structure (XYZ):
```
10
C3H4O3 ωB97M-V/def2-TZVPD
O -0.45951 1.79754 1.18040
C -0.56478 0.60665 0.52147
C 0.56852 -0.25644 0.22862
O -0.31753 -0.60688 1.24310
C -0.36385 -1.04271 -1.75231
O 0.62914 -1.11894 -0.90212
H 0.41343 1.87157 1.58799
H -1.43995 0.57624 -0.11678
H 1.59217 -0.03553 0.52963
H -0.05764 -1.79152 -2.52001
```

Values from the calculation:
Largest force on an atom ... 0.009 hartree/bohr
Orbital gap ... 9.5 eV
E_HOMO ... -9.11 eV
LUMO ... 0.38 eV
E ... -9313.7435 eV
2S+1 ... 1
Molar mass ... 88.1 g mol⁻¹

***

Copy entry 2 word for word.
DFT (ωB97M-V/def2-TZVPD) results for a 2-piece molecular cluster, C6H10O overall.

Structure (XYZ):
```
17
C6H10O ωB97M-V/def2-TZVPD
C -1.00857 -0.69906 1.37980
C -1.41184 0.51635 1.75061
C -0.48602 1.67507 1.69419
O 0.65228 1.61764 1.27900
H -1.66955 -1.56088 1.41512
H 0.00410 -0.85617 1.01569
H -2.42147 0.70257 2.11074
H -0.89847 2.63648 2.06561
C 1.66294 -1.23724 -1.15159
C 0.56976 -0.94573 -1.85345
C -0.09799 0.39885 -1.86950
H 2.11478 -2.22590 -1.17938
H 2.14282 -0.48851 -0.52284
H 0.11225 -1.72185 -2.46939
H -1.14149 0.32478 -1.53788
H -0.11328 0.81504 -2.88452
H 0.42003 1.10114 -1.20897
```

Values from the calculation:
Largest force on an atom ... 0.010 hartree/bohr
Orbital gap ... 9.6 eV
E_HOMO ... -9.55 eV
LUMO ... 0.02 eV
E ... -8429.7647 eV
SMILES ... C=CC=O.C=CC
2S+1 ... 1
Molar mass ... 98.1 g mol⁻¹